A structure of composition C14H38B2O4S4Sn2 at a distorted geometry. Source: OMol25; level of theory: ωB97M-V/def2-TZVPD.

## Properties
- strongest force on any atom (eV Å⁻¹) = 2.28
- LUMO (eV) = -7.59
- highest occupied orbital energy (eV) = -13.758
- charge = +2

Atoms and positions in Å:
Sn  12.0439  4.4153  14.2732
Sn  8.4328  1.1918  14.2899
B  11.3887  1.5670  13.2719
H  12.3509  0.8950  13.3523
H  11.5736  2.6006  12.6722
H  10.5491  0.9185  12.7103
H  10.9945  1.8925  14.3561
B  9.3691  3.9519  15.3304
H  9.3105  4.0778  14.1292
H  9.7806  4.9577  15.8125
H  8.2995  3.6280  15.7391
H  10.1307  3.0376  15.5051
C  15.8041  2.4360  11.0397
S  15.9371  2.7306  12.8114
O  14.7241  3.5704  13.1616
C  15.4466  1.0654  13.2939
H  16.0509  3.2570  10.3748
H  14.7992  2.0411  10.8701
H  16.4082  1.5659  10.7661
H  15.5359  0.9914  14.3762
H  16.1534  0.3367  12.8904
H  14.4569  0.8350  12.9107
C  8.0485  -2.7400  10.6876
S  9.1977  -1.5194  11.3002
O  8.5105  -0.7583  12.4079
C  10.3186  -2.6867  12.0859
H  8.3754  -3.2208  9.7664
H  7.0869  -2.2538  10.5254
H  7.8697  -3.5510  11.3970
H  9.8127  -3.1068  12.9553
H  11.2070  -2.1509  12.4136
H  10.5408  -3.4655  11.3588
C  10.2660  -2.8627  17.3545
S  10.4809  -2.2726  15.6767
O  9.2120  -1.5465  15.2870
C  11.7542  -1.0351  15.9680
H  9.9359  -3.9006  17.3341
H  9.5152  -2.3048  17.9146
H  11.1893  -2.8279  17.9326
H  11.5058  -0.2738  16.7099
H  11.9108  -0.5606  14.9995
H  12.6777  -1.5029  16.3104
C  10.7385  5.4491  9.1351
S  11.9035  5.4956  10.4789
O  11.0646  5.5022  11.7469
C  12.4889  3.8144  10.2353
H  10.0327  6.2764  9.0701
H  10.1027  4.5619  9.2033
H  11.2102  5.3838  8.1530
H  12.9806  3.6742  9.2727
H  11.6580  3.1114  10.2714
H  13.1926  3.6147  11.0436
C  14.3047  -1.2683  8.0789
C  14.5570  -2.0686  9.1877
C  13.9866  -1.7672  10.4213
C  13.2139  -0.6251  10.5339
C  12.9144  0.1739  9.4387
C  13.4770  -0.1554  8.2162
H  14.8072  -1.4862  7.1472
H  15.2361  -2.9035  9.0704
H  14.0460  -2.4772  11.2365
H  12.7995  -0.3394  11.4946
H  12.2291  1.0052  9.5083
H  13.4018  0.5085  7.3625

Cartesian forces (eV/Å) of the 2 atoms listed first:
-1.267 -0.939 -1.448
1.816 -1.120 -0.803

These are the Löwdin partial charges, in e, on atoms 1 to 8: atom 1 (Sn): 1.65, atom 2 (Sn): 1.71, atom 3 (B): -0.55, atom 4 (H): -0.03, atom 5 (H): -0.06, atom 6 (H): -0.03, atom 7 (H): -0.12, atom 8 (B): -0.61


A structure of composition C14H38Br2GaN6O3P2S at a distorted geometry. Source: OMol25; level of theory: ωB97M-V/def2-TZVPD.

## Properties
- strongest force on any atom (eV Å⁻¹) = 1.25
- LUMO (eV) = -9.63
- highest occupied orbital energy (eV) = -17.812
- charge = +3

Atoms and positions in Å:
Ga  -0.4928  0.2715  0.0608
C  -3.6067  0.0879  2.0534
N  -2.7065  0.0582  3.1927
C  -2.9795  1.0971  4.1843
P  -1.1687  -0.4685  3.0052
O  -0.3332  0.2878  1.9548
O  -1.3888  -1.9535  2.3567
P  -1.1952  -2.6651  0.9288
O  -1.0357  -1.5231  -0.1169
N  -2.4489  -3.6223  0.5742
C  -3.6595  -3.1714  -0.0982
C  -2.6362  -4.8252  1.3868
N  0.1518  -3.5847  1.0802
C  1.3318  -3.0262  1.7153
C  0.4437  -4.4938  -0.0263
N  -0.4157  -0.6760  4.4149
C  -1.1545  -1.2918  5.5167
C  0.9426  -0.2505  4.7203
H  -3.5862  1.0633  1.5440
H  -4.6263  -0.0904  2.4002
H  -3.3408  -0.6975  1.3417
H  -3.1106  2.0715  3.7103
H  -2.1567  1.1600  4.8890
H  -3.8918  0.8470  4.7238
H  -3.4489  -2.2812  -0.6894
H  -4.4588  -2.9664  0.6187
H  -4.0027  -3.9620  -0.7675
H  -1.7055  -5.0935  1.8795
H  -2.9504  -5.6441  0.7389
H  -3.4053  -4.6656  2.1441
H  1.0411  -2.5042  2.6274
H  1.8662  -2.3359  1.0496
H  2.0095  -3.8414  1.9705
H  -0.4844  -4.8775  -0.4441
H  1.0307  -5.3303  0.3535
H  1.0132  -4.0031  -0.8228
H  -2.1515  -1.5762  5.1842
H  -1.2343  -0.6088  6.3652
H  -0.6285  -2.1872  5.8500
H  1.4010  0.1778  3.8312
H  1.5260  -1.1095  5.0546
H  0.9484  0.4945  5.5191
Br  0.8561  -0.1515  -2.7899
C  2.5431  -0.3511  -1.8946
Br  2.3308  0.1836  -0.0149
H  3.2862  0.2982  -2.3630
H  2.8625  -1.3924  -1.9348
C  -2.6969  1.3296  -2.8348
N  -1.7316  2.3709  -3.1168
C  -1.9576  3.0346  -4.3901
C  -0.8496  2.7748  -2.2227
S  -1.1968  2.3844  -0.4677
N  0.2036  3.5371  -2.4504
C  0.8771  3.6346  -3.7355
C  0.8661  4.2629  -1.3820
H  -3.0833  0.9539  -3.7796
H  -3.5313  1.7252  -2.2504
H  -2.2430  0.4856  -2.3053
H  -3.0348  3.1220  -4.5413
H  -1.5543  2.4553  -5.2227
H  -1.5453  4.0377  -4.4025
H  0.6134  2.8114  -4.3928
H  1.9525  3.6093  -3.5583
H  0.6703  4.5849  -4.2292
H  0.1545  4.6026  -0.6335
H  1.3437  5.1473  -1.7985
H  1.6321  3.6504  -0.8981

Cartesian forces (eV/Å) of the 2 atoms listed first:
0.410 0.095 0.199
-0.219 -0.099 -0.326

These are the Löwdin partial charges, in e, on atoms 1 to 8: atom 1 (Ga): 0.15, atom 2 (C): -0.06, atom 3 (N): -0.29, atom 4 (C): -0.05, atom 5 (P): 0.60, atom 6 (O): -0.29, atom 7 (O): -0.23, atom 8 (P): 0.59


A structure of composition C14H38BrO10PSi2 at a distorted geometry. Source: OMol25; level of theory: ωB97M-V/def2-TZVPD.

## Properties
- strongest force on any atom (eV Å⁻¹) = 3.59
- LUMO (eV) = 0.15
- highest occupied orbital energy (eV) = -8.222

Atoms and positions in Å:
O  1.9222  0.9000  1.2340
C  2.5196  1.0131  -0.1048
C  4.1470  0.8267  -0.1624
Si  4.8776  -0.3679  1.1671
Br  6.7393  -1.3637  0.2640
O  3.6558  -1.5793  1.5201
Si  4.1384  -2.6660  2.8128
P  5.4951  0.8681  2.8721
O  4.1527  1.4861  3.7919
O  6.7111  0.1125  3.8620
H  1.0281  0.4274  1.0990
H  2.0093  0.2080  -0.7908
H  2.2721  2.1177  -0.4838
H  4.4223  0.3813  -1.2153
H  4.7319  1.8494  -0.0687
H  2.8854  -3.1418  3.4465
H  4.8899  -1.9925  3.8628
H  4.8382  -3.8667  2.3640
H  4.2844  1.3401  4.7815
H  6.3240  -0.5026  4.5515
C  -3.2044  0.6030  -4.2016
O  -2.0388  1.2350  -4.7060
C  -2.3227  2.0813  -5.8220
C  -1.2505  3.1664  -5.9532
O  -1.4181  4.2435  -5.0227
C  -1.1101  3.9442  -3.6536
C  0.3921  3.7866  -3.3941
O  0.8400  2.4972  -3.8231
C  2.2118  2.4904  -4.1763
H  -3.6357  -0.0590  -4.9536
H  -2.9223  0.0141  -3.3242
H  -3.9387  1.3530  -3.8854
H  -3.3047  2.5538  -5.7077
H  -2.3258  1.4545  -6.7193
H  -1.3515  3.6201  -6.9449
H  -0.2413  2.7544  -5.9008
H  -1.6806  3.0847  -3.3010
H  -1.4595  4.8113  -3.0823
H  0.5905  3.8613  -2.3213
H  0.9361  4.5779  -3.9224
H  2.4016  3.1970  -4.9887
H  2.4719  1.4888  -4.5248
H  2.8292  2.7374  -3.3085
C  0.2830  -2.6170  2.2656
O  -1.1228  -2.4776  2.1359
C  -1.7520  -3.6962  1.7340
C  -3.2180  -3.7090  2.1759
O  -3.3878  -4.0145  3.5658
C  -3.0003  -2.9849  4.4870
C  -3.9652  -1.7943  4.5013
O  -3.7227  -0.9421  3.3779
C  -4.8762  -0.2174  2.9891
H  0.7330  -2.8612  1.3024
H  0.6901  -1.6662  2.6213
H  0.5233  -3.3879  3.0068
H  -1.2348  -4.5589  2.1687
H  -1.6946  -3.7531  0.6425
H  -3.7243  -4.5164  1.6364
H  -3.7346  -2.7853  1.9099
H  -1.9683  -2.6758  4.3199
H  -3.0332  -3.4545  5.4763
H  -3.8026  -1.1991  5.4042
H  -4.9970  -2.1638  4.4879
H  -5.6857  -0.9014  2.7206
H  -4.6263  0.3804  2.1102
H  -5.1960  0.4492  3.7944

Cartesian forces (eV/Å) of the 2 atoms listed first:
-1.029 -1.035 -1.558
-0.301 0.668 -0.810

These are the Löwdin partial charges, in e, on atoms 1 to 8: atom 1 (O): -0.16, atom 2 (C): -0.27, atom 3 (C): -0.29, atom 4 (Si): -0.04, atom 5 (Br): 0.32, atom 6 (O): -0.51, atom 7 (Si): 0.57, atom 8 (P): 0.74


A structure of composition C14H38GaN3O5PS at a distorted geometry. Source: OMol25; level of theory: ωB97M-V/def2-TZVPD.

## Properties
- strongest force on any atom (eV Å⁻¹) = 1.22
- LUMO (eV) = 2.05
- highest occupied orbital energy (eV) = -4.032
- charge = -1

Atoms and positions in Å:
N  5.9945  -3.3770  2.7183
C  5.6721  -4.4348  2.1029
C  4.4918  -4.4648  1.2539
Ga  3.1032  -5.7234  2.1725
O  3.8584  -6.4929  3.7055
P  1.2447  -4.3428  2.6522
S  -0.1631  -5.1237  3.8024
H  6.8218  -3.5456  3.2910
H  6.2704  -5.3357  2.2304
H  4.7050  -4.7965  0.2437
H  4.1002  -3.4573  1.2387
H  2.6856  -6.8995  1.1638
H  4.7415  -6.8006  3.4690
H  1.7532  -3.1176  3.1356
H  0.6774  -3.9984  1.3994
C  4.3635  2.8175  0.0464
O  2.9919  2.9863  0.3511
C  2.1495  3.0284  -0.7944
C  1.2202  1.8336  -0.8160
N  1.9561  0.6068  -1.0886
C  1.1652  -0.6107  -0.9146
C  0.6995  -0.9540  0.4964
O  1.7426  -1.2891  1.3862
C  2.3302  -0.2014  2.0736
H  4.9181  2.8816  0.9808
H  4.5561  1.8395  -0.4057
H  4.7165  3.6062  -0.6260
H  2.7317  3.0859  -1.7184
H  1.5490  3.9412  -0.7197
H  0.4674  1.9777  -1.5977
H  0.7060  1.7954  0.1549
H  2.7569  0.5611  -0.4716
H  1.7794  -1.4423  -1.2680
H  0.2916  -0.5583  -1.5732
H  0.0810  -1.8536  0.4186
H  0.0549  -0.1766  0.9271
H  1.6110  0.6008  2.2619
H  3.1932  0.1940  1.5301
H  2.6937  -0.5763  3.0310
C  -6.0193  3.6723  -3.2564
O  -5.2368  3.9373  -2.1085
C  -5.8618  3.5538  -0.8875
C  -5.0901  2.4341  -0.2235
N  -5.2204  1.1939  -0.9782
C  -4.3362  0.1223  -0.5228
C  -2.8352  0.3220  -0.7020
O  -2.4145  0.3503  -2.0553
C  -2.4462  1.6220  -2.6747
H  -5.4883  4.0762  -4.1170
H  -6.1596  2.5966  -3.4066
H  -6.9965  4.1605  -3.1877
H  -6.9057  3.2690  -1.0448
H  -5.8491  4.4282  -0.2297
H  -5.4799  2.2795  0.7864
H  -4.0426  2.7550  -0.1429
H  -5.0216  1.3833  -1.9519
H  -4.6169  -0.7769  -1.0760
H  -4.5418  -0.0792  0.5324
H  -2.3399  -0.5458  -0.2581
H  -2.4595  1.1983  -0.1600
H  -2.2491  2.4288  -1.9637
H  -3.4028  1.7988  -3.1753
H  -1.6681  1.6365  -3.4395

Cartesian forces (eV/Å) of the 2 atoms listed first:
0.646 0.735 0.727
-0.077 0.071 -0.434

These are the Löwdin partial charges, in e, on atoms 1 to 8: atom 1 (N): 0.04, atom 2 (C): -0.42, atom 3 (C): -0.28, atom 4 (Ga): 0.21, atom 5 (O): -0.35, atom 6 (P): 0.13, atom 7 (S): -0.14, atom 8 (H): 0.02


A cluster of 5 separate species, C14H38O5 in total at a distorted geometry. Source: OMol25; level of theory: ωB97M-V/def2-TZVPD.

## Properties
- strongest force on any atom (eV Å⁻¹) = 1.35
- ΔE to the lowest compared entry with this formula, charge and spin (kcal per mole) = 10.9
- LUMO (eV) = 0.57
- SMILES string = CC(C)O.CC(C)O.CCOCC.CCO.CCO
- highest occupied orbital energy (eV) = -9.637

Atoms and positions in Å:
C  2.6352  -1.7144  -4.2020
C  3.4786  -0.4672  -4.0030
C  3.8393  0.1694  -5.3331
O  2.8136  0.4770  -3.1459
H  1.6508  -1.4176  -4.5790
H  2.5071  -2.2997  -3.2954
H  3.0961  -2.3311  -4.9761
H  4.4042  -0.7473  -3.4905
H  4.5203  -0.4747  -5.8879
H  4.3837  1.1023  -5.1695
H  2.9335  0.3666  -5.9113
H  2.3881  1.1358  -3.7023
C  2.2431  3.1031  1.2610
C  1.6957  3.5633  -0.0703
C  0.2002  3.4606  -0.1728
O  2.0736  4.9153  -0.3433
H  1.7461  3.6817  2.0476
H  3.3202  3.2459  1.3121
H  1.9812  2.0618  1.4531
H  2.1350  2.9305  -0.8606
H  -0.1206  4.0108  -1.0566
H  -0.2783  3.8811  0.7130
H  -0.1007  2.4161  -0.2505
H  3.0354  4.9657  -0.3477
C  -3.3078  -4.1394  3.3245
C  -4.2211  -3.2588  2.5010
O  -4.1535  -3.5578  1.1101
C  -3.1510  -2.8480  0.4194
C  -3.2122  -3.2474  -1.0458
H  -2.2500  -3.9184  3.1816
H  -3.5040  -4.0007  4.3936
H  -3.4939  -5.1945  3.1204
H  -5.2659  -3.3946  2.7829
H  -3.9888  -2.1975  2.6681
H  -3.3673  -1.7736  0.4801
H  -2.1440  -3.0580  0.7950
H  -2.2578  -3.0236  -1.5285
H  -3.9406  -2.6283  -1.5741
H  -3.4801  -4.2941  -1.1516
C  0.2624  -0.9986  0.4433
C  1.6730  -0.5199  0.1095
O  2.1609  -1.2653  -0.9841
H  0.2359  -2.0892  0.4048
H  -0.4220  -0.6875  -0.3565
H  -0.1579  -0.6335  1.3809
H  2.3019  -0.6504  0.9962
H  1.6467  0.5377  -0.1646
H  2.4089  -0.6468  -1.6785
C  -2.0436  2.5775  2.5886
C  -1.1778  2.0079  3.6941
O  -1.6519  2.3382  5.0074
H  -1.7005  2.1567  1.6357
H  -2.0546  3.6591  2.4902
H  -3.0469  2.1515  2.6776
H  -0.1510  2.3748  3.5975
H  -1.2133  0.9232  3.6564
H  -1.9136  3.2644  5.0355

Cartesian forces (eV/Å) of the 2 atoms listed first:
-0.189 0.158 -0.373
0.257 -0.239 -0.110

These are the Löwdin partial charges, in e, on atoms 1 to 8: atom 1 (C): -0.05, atom 2 (C): -0.48, atom 3 (C): -0.06, atom 4 (O): -0.07, atom 5 (H): 0.09, atom 6 (H): 0.07, atom 7 (H): 0.08, atom 8 (H): 0.14


A cluster of 4 separate species, C14H39BNO5S in total at a distorted geometry. Source: OMol25; level of theory: ωB97M-V/def2-TZVPD.

## Properties
- strongest force on any atom (eV Å⁻¹) = 3.54
- LUMO (eV) = 2.27
- highest occupied orbital energy (eV) = -4.952
- charge = -1

Atoms and positions in Å:
N  6.0065  -3.5624  3.2126
C  5.8435  -2.0975  3.0013
C  4.8183  -1.9464  1.8186
C  4.5198  -0.4475  1.5058
C  3.3982  0.2150  2.3881
B  1.9336  -0.5159  2.3295
C  1.8251  -1.7414  3.4760
S  0.9228  -3.2285  2.9179
O  0.9260  -3.4219  1.4376
O  -0.4872  -3.2600  3.4381
H  5.1898  -3.9323  3.6832
H  6.8500  -3.7468  3.7446
H  6.8157  -1.6762  2.6649
H  5.5016  -1.5648  3.9137
H  3.9243  -2.5822  1.9511
H  5.3585  -2.3608  0.9328
H  5.4702  0.1116  1.7261
H  4.3219  -0.2565  0.4262
H  3.2523  1.2421  1.9701
H  3.8043  0.3672  3.4207
H  1.0604  0.2702  2.6409
H  1.6453  -0.9091  1.2339
H  2.8441  -2.0563  3.8051
H  1.2893  -1.3710  4.3742
H  1.6230  -4.3220  3.4252
C  3.2694  4.2813  -1.5148
C  3.3048  2.8852  -0.9090
C  2.1645  2.0248  -1.4295
O  3.2198  2.9765  0.5092
H  2.3378  4.7928  -1.2542
H  4.0878  4.8903  -1.1237
H  3.3521  4.2427  -2.6037
H  4.2601  2.4094  -1.1417
H  1.1968  2.4588  -1.1657
H  2.1980  1.0312  -0.9784
H  2.2141  1.9181  -2.5168
H  2.3806  3.3918  0.7309
C  -2.7229  2.3892  -2.3355
C  -2.0783  1.1919  -1.6519
C  -3.1203  0.3121  -0.9803
O  -1.1383  1.6437  -0.6828
H  -3.2482  3.0146  -1.6075
H  -1.9627  3.0171  -2.8058
H  -3.4362  2.0719  -3.1001
H  -1.5217  0.6061  -2.3863
H  -3.6592  0.8682  -0.2076
H  -2.6431  -0.5362  -0.4865
H  -3.8452  -0.0660  -1.7048
H  -1.6151  2.1612  -0.0268
C  -6.7840  -1.8617  -3.1942
C  -7.4835  -0.8458  -2.3045
C  -8.8942  -0.5583  -2.7959
O  -6.7301  0.3646  -2.2764
H  -6.6949  -1.4844  -4.2176
H  -5.7711  -2.0515  -2.8352
H  -7.3287  -2.8079  -3.2188
H  -7.5214  -1.2206  -1.2802
H  -8.8748  -0.1381  -3.8060
H  -9.3807  0.1782  -2.1536
H  -9.5015  -1.4659  -2.8085
H  -6.6871  0.7083  -3.1739

Cartesian forces (eV/Å) of the 2 atoms listed first:
0.478 0.715 -0.068
-0.930 -0.613 -0.905

These are the Löwdin partial charges, in e, on atoms 1 to 8: atom 1 (N): -0.03, atom 2 (C): -0.29, atom 3 (C): -0.21, atom 4 (C): -0.24, atom 5 (C): -0.24, atom 6 (B): -0.54, atom 7 (C): -0.29, atom 8 (S): 0.67


Going through the records in order, we get orbital gap values of 0.2269; 0.3009; 0.3076; 0.2236; 0.3750; 0.2654 Eh.